No. 1
ORCA calculation (wB97M-V/def2-TZVPD) on a cluster of 2 separate species, C5H7P in total at a distorted geometry.

Atoms and positions in Å:
C -2.391 0.152 -0.561
C -1.291 0.745 -1.171
C 2.539 -1.330 1.045
C 1.364 1.939 -0.030
C 1.759 0.806 -0.225
P 2.384 -0.821 -0.507
H -2.935 0.500 0.275
H -2.761 -0.856 -1.004
H -0.989 1.731 -0.916
H -1.166 0.302 -2.155
H 2.604 -2.334 1.337
H 2.535 -0.564 1.825
H 0.869 2.620 0.562

Values from the calculation:
HOMO level (eV): -9.3
Molecular weight (g mol⁻¹): 98.1
Kohn-Sham gap (eV): 9.11
SMILES: C#CP=C.C=C



No. 2
ORCA calculation (wB97M-V/def2-TZVPD) on an isolated molecule of C5H8 at a distorted geometry.

Atoms and positions in Å:
C 1.252 0.794 1.788
C 0.112 0.170 1.029
C 0.113 0.030 -0.294
C -1.125 -0.363 -1.018
C -1.046 -0.982 -2.195
H 0.974 0.953 2.832
H 1.503 1.756 1.348
H 2.150 0.192 1.978
H -0.788 -0.016 1.594
H 0.940 0.218 -0.968
H -2.114 -0.115 -0.653
H -1.861 -1.451 -2.736
H -0.110 -1.186 -2.706

Values from the calculation:
HOMO level (eV): -8.7
Molecular weight (g mol⁻¹): 68.1
Kohn-Sham gap (eV): 9.93
SMILES: C=C/C=C/C



No. 3
ORCA calculation (wB97M-V/def2-TZVPD) on a cluster of 4 separate species, C5H8 in total at a distorted geometry.

Atoms and positions in Å:
C -0.997 -1.381 1.382
C -1.447 -0.647 0.010
C -0.269 0.052 -0.371
C 0.763 0.687 -0.462
C 1.948 1.436 -0.870
H -1.745 -2.115 1.694
H -0.984 -0.569 2.173
H -0.062 -1.909 1.437
H -1.798 -1.333 -0.755
H -2.272 0.009 0.193
H 3.051 0.356 -1.149
H 1.564 2.252 -2.099
H 2.258 2.428 0.361

Values from the calculation:
HOMO level (eV): -9.0
Molecular weight (g mol⁻¹): 68.1
Kohn-Sham gap (eV): 9.29